C3H6N2O2S in the gas phase in a non-equilibrium geometry. Source: the OMol25 dataset; level of theory: ωB97M-V/def2-TZVPD.

```
! wB97M-V def2-TZVPD RIJCOSX def2/J DEFGRID3
* xyz 0 1
C 0.452 0.183 2.531
C 1.340 -0.678 -0.724
C -1.549 0.283 -2.328
H -0.306 0.995 2.688
H 1.335 0.319 3.284
H 0.126 -0.749 2.885
H 2.125 -1.240 -1.452
H -1.118 0.162 -0.152
H -0.810 0.525 -3.277
N 1.220 -0.866 0.557
N -0.792 0.406 -1.260
O 0.549 0.249 1.038
O 0.642 0.339 -1.335
S -3.213 0.071 -2.455
*
```

Properties
- Energy above the lowest of the compared OMol25 structures with the same formula, charge and spin: 724.06 kJ/mol
- HOMO level: -8.57 eV
- LUMO: 0.4 eV
- Orbital gap: 9.0 eV
- Structure (SMILES): CO/N=C\ONC=S
- Energy: -21112.3451 eV



4 unconnected molecules or ions with the total composition C17H42I2NO3S. Source: the OMol25 dataset; level of theory: ωB97M-V/def2-TZVPD.

```
! wB97M-V def2-TZVPD RIJCOSX def2/J DEFGRID3
* xyz 1 1
C 1.239 -2.501 -1.351
C -0.094 -2.600 -2.114
C -1.206 -1.796 -1.427
I -1.828 -2.693 0.395
S -2.538 -1.525 -2.628
C -3.249 -3.291 -2.890
N -4.633 -3.439 -2.982
C -5.426 -3.615 -1.760
C -3.886 -0.675 -1.795
C -3.697 0.849 -1.575
C -2.467 1.514 -2.195
I -3.790 1.324 0.505
H 2.060 -2.321 -2.048
H 1.456 -3.413 -0.792
H 1.224 -1.673 -0.636
H -0.405 -3.645 -2.201
H 0.038 -2.206 -3.130
H -0.851 -0.793 -1.187
H -2.738 -3.584 -3.810
H -2.849 -3.851 -2.043
H -5.087 -2.868 -3.676
H -5.715 -4.661 -1.636
H -4.863 -3.305 -0.874
H -6.334 -3.013 -1.815
H -4.120 -1.224 -0.884
H -4.711 -0.823 -2.501
H -4.586 1.330 -1.980
H -2.630 2.591 -2.258
H -1.566 1.372 -1.594
H -2.290 1.153 -3.214
C -0.219 2.948 1.922
C 0.033 4.260 2.648
C -0.869 4.421 3.857
O -0.086 5.364 1.752
H -1.251 2.914 1.558
H 0.451 2.852 1.066
H -0.067 2.094 2.585
H 1.077 4.293 2.969
H -1.919 4.431 3.545
H -0.658 5.358 4.370
H -0.721 3.607 4.566
H -1.004 5.422 1.471
C 4.305 -3.658 -5.998
C 4.258 -3.031 -4.617
C 4.496 -4.045 -3.512
O 3.015 -2.341 -4.414
H 3.532 -4.427 -6.091
H 4.138 -2.905 -6.767
H 5.270 -4.132 -6.178
H 5.007 -2.240 -4.551
H 3.726 -4.823 -3.541
H 4.469 -3.565 -2.534
H 5.464 -4.532 -3.629
H 2.315 -2.997 -4.506
C 3.177 2.645 7.225
C 2.319 3.442 6.258
C 2.679 4.918 6.249
O 0.929 3.258 6.534
H 3.036 3.015 8.245
H 2.903 1.591 7.203
H 4.235 2.737 6.979
H 2.441 3.037 5.250
H 2.525 5.349 7.243
H 2.056 5.462 5.540
H 3.725 5.066 5.980
H 0.753 3.598 7.417
*
```

Properties
- HOMO level: -11.67 eV
- LUMO: -3.2 eV
- Orbital gap: 8.5 eV
- Energy: -52972.1541 eV